Formula: C3H7N2O2
Source: OMol25
Level of theory: wB97M-V/def2-TZVPD

```
14
Properties=species:S:1:pos:R:3
C 1.325 0.222 -0.848
C -0.254 0.535 1.744
C -1.668 0.283 1.711
N 0.251 -0.044 -0.201
N 1.626 -0.336 -2.046
O 0.792 0.676 2.165
O -0.683 -0.925 -0.622
H 1.923 1.075 -0.471
H -2.093 0.805 0.962
H -1.791 -0.716 1.417
H -1.987 0.503 2.752
H 2.591 -0.222 -2.388
H 0.892 -0.820 -2.564
H -0.924 -1.035 -1.611
```

**Total charge**: +1
**LUMO level**: -3.889 eV
**ΔE to the lowest compared entry with this formula, charge and spin**: 66.4 kcal per mole
**Kohn-Sham gap**: 9.847 eV
**Largest force on an atom**: 3.90 eV/Å